C24H44BF3NO6S2 | ωB97M-V with the def2-TZVPD basis set

Last column: Mulliken charge in e.
Element x y z (Å)
C  -3.89552  1.73166  -4.99610  -0.49
C  -4.72101  0.40909  -5.21801  -0.46
C  -3.98221  -0.71104  -6.05407  -0.95
C  -2.44557  -0.83428  -5.74603  -0.67
C  -2.20817  -1.36221  -4.25493  -0.31
C  -1.03072  -0.57170  -3.57065  -1.00
C  -0.83666  -0.92715  -2.04843  -0.16
B  -1.77177  -0.08301  -0.99884  0.06
N  -2.68337  0.96771  -1.74539  -0.22
C  -2.11810  2.03211  -1.77266  0.64
O  -1.43220  2.96209  -1.93062  -0.65
O  -1.08349  0.78874  0.00830  -0.49
C  -1.21013  0.31668  1.33805  0.24
C  -1.77779  1.42884  2.31387  -0.90
S  -2.89996  2.65649  1.50815  -0.30
C  -4.40165  1.79391  0.89967  0.28
C  -5.34350  2.72037  0.03397  -1.06
C  -1.93829  -1.10532  1.23389  1.15
C  -1.02164  -2.41342  1.12391  -1.42
C  0.33739  -2.32674  1.94703  -0.28
C  1.53081  -2.35693  0.91307  -0.20
C  2.95552  -2.39604  1.57749  -0.88
C  3.35475  -0.88263  1.93857  -0.27
C  4.91006  -0.73777  1.74786  -0.82
C  5.31545  0.72941  2.21204  -0.61
C  6.90017  0.79637  2.20411  -0.47
C  7.33355  2.06686  3.03697  -0.47
O  8.73930  2.24148  2.82261  -0.32
C  9.16070  3.48767  3.40960  -0.66
S  -3.20044  -1.60596  2.49694  1.22
O  -4.13885  -0.56374  2.89743  -0.62
O  -3.99455  -2.71679  1.96258  -0.72
C  -2.42253  -2.28761  4.07077  0.74
F  -3.39282  -2.16100  5.03356  -0.23
F  -1.35066  -1.57486  4.50420  -0.22
F  -2.18030  -3.62238  3.98566  -0.22
O  -2.47135  -1.02582  -0.07382  -0.48
H  -3.05293  1.87071  -5.72275  0.33
H  -4.60106  2.59090  -5.18600  0.34
H  -3.54303  1.86795  -3.94069  -0.30
H  -4.97532  -0.01467  -4.21152  0.30
H  -5.70724  0.63365  -5.70896  0.41
H  -4.22939  -0.55477  -7.13472  0.38
H  -4.44128  -1.69869  -5.76299  0.28
H  -2.03738  -1.58435  -6.48377  0.41
H  -1.89259  0.11735  -5.95056  0.34
H  -3.17666  -1.29772  -3.70534  0.25
H  -1.87352  -2.42993  -4.37926  0.28
H  -1.12775  0.51797  -3.79198  0.44
H  -0.08974  -0.91110  -4.10098  0.36
H  0.23499  -0.81954  -1.70833  -0.18
H  -1.09808  -2.02289  -1.95205  0.13
H  -0.11911  0.27771  1.63486  -0.28
H  -2.20873  1.01479  3.26654  0.34
H  -0.89194  2.03905  2.64439  0.44
H  -4.16151  0.84857  0.34567  -0.18
H  -4.99900  1.50951  1.80824  0.44
H  -5.39757  2.39890  -1.03992  0.18
H  -6.38896  2.64646  0.44607  0.34
H  -5.06073  3.80047  0.14183  0.28
H  -0.74619  -2.64591  0.06915  0.26
H  -1.55285  -3.33166  1.50119  0.44
H  0.44105  -3.27146  2.55610  0.52
H  0.38779  -1.47470  2.66443  0.21
H  1.40588  -1.52063  0.17899  -0.24
H  1.41326  -3.32107  0.33764  0.37
H  2.96896  -3.06397  2.47586  0.32
H  3.69923  -2.79444  0.83033  0.38
H  2.99736  -0.70634  2.98033  0.22
H  2.82324  -0.25666  1.17252  0.16
H  5.17595  -0.92237  0.67511  0.33
H  5.39970  -1.53388  2.36995  0.32
H  4.84145  1.42584  1.47871  0.29
H  4.86895  0.85954  3.22780  0.34
H  7.29114  -0.14281  2.66440  0.30
H  7.20542  0.87018  1.13181  0.23
H  6.75587  2.94922  2.64978  0.39
H  7.06146  1.90368  4.11902  0.30
H  8.36598  3.96877  4.03919  0.34
H  10.07064  3.25870  4.03145  0.22
H  9.49287  4.15749  2.56875  0.21

Properties
HOMO in eV: -5.4
LUMO level in hartree: 0.0848
Energy in Eh: -2567.9222
Total charge: -1
Orbital gap in hartree: 0.282


C24H44BNO6PSi | ωB97M-V with the def2-TZVPD basis set

Last column: Mulliken charge in e.
Element x y z (Å)
C  4.56862  1.87196  0.68701  -0.85
Si  2.76150  1.21523  0.87764  0.18
C  1.87707  2.43025  2.14279  -1.10
C  2.63233  -0.53878  1.66121  -0.38
C  3.09502  -1.77391  0.68762  -0.07
C  2.83750  -3.17247  1.56790  -0.58
C  1.48965  -3.97298  0.98482  -0.78
C  0.25435  -2.90062  1.09210  -0.04
C  -1.24438  -3.54515  0.93155  -0.50
C  -2.30601  -2.35562  1.43705  -0.21
C  -3.80677  -2.50786  0.79495  -0.41
B  -3.92037  -1.43682  -0.47563  0.50
P  -4.41443  0.35460  0.11106  0.25
N  -3.09897  1.34066  0.25180  -0.70
C  1.83204  1.43536  -0.79428  0.54
C  0.93259  2.82735  -0.98988  -0.21
C  0.11353  3.17596  -2.40518  -0.40
C  0.13291  2.14573  -3.68762  -0.35
C  1.02014  0.74678  -3.47751  -0.46
C  1.84630  0.40425  -2.06878  -0.14
H  4.75642  2.61192  1.59746  0.24
H  4.68877  2.50166  -0.30170  0.13
H  5.36400  1.01025  0.78139  0.32
H  2.16991  3.55239  1.95945  0.24
H  0.70987  2.24648  1.97609  0.32
H  2.10124  2.04826  3.23545  0.29
H  1.56036  -0.66097  2.13074  0.21
H  3.38551  -0.54741  2.58735  0.28
H  2.46409  -1.90407  -0.28926  -0.09
H  4.27118  -1.75247  0.49424  0.29
H  3.74162  -3.93172  1.43902  0.29
H  2.76304  -2.96017  2.72866  0.30
H  1.30629  -5.00114  1.51261  0.33
H  1.68526  -4.14649  -0.17799  0.23
H  0.32383  -2.00314  0.30828  0.15
H  0.30521  -2.44320  2.19251  0.12
H  -1.39920  -4.49138  1.60270  0.27
H  -1.43924  -3.81150  -0.19804  0.22
H  -2.27929  -2.22235  2.60373  0.17
H  -1.84924  -1.34807  0.98852  0.05
H  -4.09792  -3.60592  0.50966  -0.14
H  -4.56422  -2.10760  1.62612  0.11
H  -2.87731  -1.31015  -1.01180  -0.25
H  -4.76724  -1.80875  -1.20318  -0.36
H  -5.05893  0.36726  1.40170  -0.02
H  -5.25925  1.01607  -0.89161  -0.04
H  -3.19717  2.14639  -0.41065  0.10
H  0.82044  3.64836  -0.14437  0.14
H  -0.47290  4.19823  -2.48171  0.24
H  -0.42417  2.39467  -4.71260  0.27
H  1.01549  0.01498  -4.41704  0.22
H  2.47115  -0.58419  -2.02421  0.21
C  -6.92925  -5.87772  -0.83477  -1.41
C  -7.43287  -4.71138  -0.00806  0.43
C  -8.66417  -4.07023  -0.57164  -0.56
O  -8.56227  -2.73889  -0.09977  -0.36
C  -7.22669  -2.49097  0.05966  0.36
O  -6.74918  -1.38374  0.24711  -0.41
O  -6.49868  -3.64410  -0.02042  -0.10
H  -7.72723  -6.59844  -1.03687  0.39
H  -6.50550  -5.53643  -1.78578  0.34
H  -6.12417  -6.39581  -0.30280  0.35
H  -7.58296  -5.02112  1.03365  0.23
H  -9.58077  -4.54118  -0.20440  0.32
H  -8.68645  -4.05021  -1.66609  0.31
C  4.77287  5.86656  -0.58674  -1.23
C  6.18313  6.17832  -1.04654  0.51
C  7.23073  5.37108  -0.34247  -0.36
O  8.36498  6.21677  -0.40411  -0.33
C  7.88520  7.49632  -0.46075  0.59
O  8.56884  8.49568  -0.30900  -0.56
O  6.54162  7.50810  -0.70724  -0.34
H  4.57087  4.79172  -0.61753  0.18
H  4.59624  6.23526  0.42978  0.34
H  4.04656  6.37188  -1.23225  0.37
H  6.25961  6.07190  -2.13579  0.23
H  7.42933  4.42099  -0.84714  0.30
H  7.00000  5.17540  0.70975  0.29

Properties
HOMO in eV: -2.9
LUMO level in hartree: 0.0779
Energy in Eh: -2102.3686
Total charge: -1
Orbital gap in hartree: 0.186


C24H44BrFNO9P | ωB97M-V with the def2-TZVPD basis set

Last column: Mulliken charge in e.
Element x y z (Å)
N  6.61644  0.35385  -0.03072  -0.51
C  5.76894  -0.29747  -1.04523  -0.87
C  4.29171  -0.32647  -0.66948  0.36
C  3.59013  0.94395  -1.17815  -1.35
C  2.36784  1.34885  -0.41739  0.72
C  2.29005  1.84311  0.81729  -0.19
Br  3.80064  2.17263  1.89672  -0.11
C  0.95238  2.15048  1.37903  0.48
O  0.63918  1.97209  2.53778  -0.56
C  -0.01692  2.70331  0.37528  0.34
C  -0.94285  3.77612  0.85449  -1.70
C  -0.48563  5.15789  0.33451  -0.76
C  0.31478  5.94266  1.36414  -0.54
F  0.96552  5.08869  2.21775  -0.27
C  0.03090  2.20826  -0.87138  0.93
P  -1.03010  2.74735  -2.24080  0.56
O  -1.38650  1.71034  -3.22147  -0.62
C  1.06125  1.15314  -1.13335  -0.23
O  0.87772  0.17805  -1.83528  -0.53
H  7.38234  -0.23479  0.24480  0.24
H  6.06273  0.59051  0.77503  0.20
H  6.13768  -1.29873  -1.24533  0.40
H  5.87527  0.25327  -1.97564  0.31
H  3.86946  -1.16346  -1.21163  -0.49
H  4.17070  -0.46258  0.39500  0.46
H  3.32143  0.83674  -2.21864  0.40
H  4.29047  1.77370  -1.12056  0.59
H  -0.90902  3.76030  1.93426  0.49
H  -1.95912  3.58255  0.54778  0.73
H  -1.32377  5.73743  -0.02986  0.41
H  0.16488  5.00026  -0.51738  0.26
H  1.06616  6.53237  0.85185  0.33
H  -0.30778  6.63494  1.92013  0.32
H  -0.28572  3.78234  -2.84854  0.08
H  -2.12759  3.39056  -1.64199  0.09
C  -2.07082  0.07487  3.48262  -0.63
O  -3.12223  0.91944  3.89883  -0.38
C  -3.05840  2.18725  3.27495  -0.19
C  -4.42078  2.83785  3.19869  -0.53
O  -5.24900  2.33576  2.16038  -0.47
C  -5.82698  1.05017  2.33677  -0.38
C  -6.99781  1.02344  3.29241  -0.56
O  -6.56268  1.09203  4.64017  -0.28
C  -7.50321  1.70827  5.48953  -0.77
H  -1.10047  0.47725  3.78796  0.22
H  -2.21692  -0.89766  3.94886  0.33
H  -2.08518  -0.05487  2.39306  0.27
H  -2.65227  2.09011  2.26078  -0.06
H  -2.38652  2.82957  3.86219  0.52
H  -4.26450  3.88885  2.94218  0.47
H  -4.92569  2.80677  4.16549  0.18
H  -5.07515  0.30958  2.61410  0.16
H  -6.20872  0.77850  1.35012  0.39
H  -7.54855  0.08338  3.15228  0.40
H  -7.66793  1.85943  3.06200  0.35
H  -7.74142  2.72129  5.14426  0.34
H  -7.05792  1.77525  6.48017  0.23
H  -8.42617  1.12070  5.55426  0.33
C  0.88363  -4.46471  -0.37825  -0.74
O  0.98551  -4.47993  -1.78197  -0.35
C  1.36763  -3.21974  -2.31410  0.02
C  2.06133  -3.37841  -3.64629  -0.47
O  3.41943  -3.79245  -3.55357  -0.46
C  3.67830  -5.14523  -3.21329  -0.39
C  3.45169  -6.12450  -4.34294  -0.57
O  2.06983  -6.36842  -4.54287  -0.28
C  1.75695  -6.68959  -5.87862  -0.77
H  0.07917  -3.79781  -0.04563  0.32
H  0.65836  -5.47860  -0.05250  0.26
H  1.82823  -4.15026  0.08245  0.29
H  2.03888  -2.69848  -1.62139  -0.09
H  0.46438  -2.61247  -2.45028  0.43
H  2.10383  -2.38941  -4.10694  0.47
H  1.49097  -4.02799  -4.31178  0.18
H  3.13031  -5.44425  -2.31798  0.17
H  4.74379  -5.17300  -2.97225  0.39
H  3.93918  -7.07658  -4.09109  0.40
H  3.90855  -5.72834  -5.25692  0.35
H  2.07603  -5.89250  -6.56032  0.33
H  0.67589  -6.79254  -5.94782  0.23
H  2.22381  -7.63431  -6.18079  0.33

Properties
HOMO in eV: -9.0
LUMO level in hartree: -0.0538
Energy in Eh: -4687.8550
SMILES string: NCCCC1=C(Br)C(=O)C(CCCF)=C([PH2]=O)C1=O.COCCOCCOC.COCCOCCOC
Total charge: 0
Orbital gap in hartree: 0.279


C24H44BrN3O9PS2 | ωB97M-V with the def2-TZVPD basis set

Last column: Mulliken charge in e.
Element x y z (Å)
C  1.93231  -2.36421  1.95150  -0.07
C  1.07940  -1.53922  2.21024  -0.78
C  -0.04572  -0.57603  2.62499  -0.21
C  -1.30051  -0.70816  1.67675  -0.09
C  -2.61663  -0.09395  2.31747  -1.31
C  -3.67757  0.29544  1.22556  0.47
C  -4.56643  -0.78640  0.80151  0.34
O  -4.51001  -2.05855  1.27593  -0.49
C  -4.21917  -3.02643  0.20934  -0.59
C  -2.89688  -3.83880  0.46694  -0.58
C  -1.76054  -3.25085  -0.49258  -0.83
C  -5.57224  -0.33797  -0.19950  0.66
P  -6.84455  -1.50699  -0.91995  0.32
O  -8.22564  -1.23562  0.00717  -0.47
Br  -7.26142  -0.90182  -3.05982  -0.21
C  -5.42176  1.09079  -0.51962  -0.23
N  -4.54455  1.99429  -0.10067  -1.07
N  -3.65895  1.57750  0.78964  1.05
C  -2.68002  2.60429  1.24574  -1.22
C  -1.32196  2.50710  0.44957  -0.13
N  -0.50381  3.73374  0.62265  0.21
C  0.02255  4.22021  -0.68593  -0.34
C  -0.92968  5.21707  -1.42762  -1.16
C  0.70475  3.36461  1.39437  0.61
C  0.96238  3.98312  2.80431  -1.27
O  1.54199  2.60724  0.94589  -0.48
H  2.82972  -3.00165  1.94403  0.44
H  -0.37053  -0.93320  3.63978  0.41
H  0.34049  0.47576  2.66924  0.05
H  -1.49335  -1.80710  1.59322  -0.09
H  -1.10192  -0.34628  0.63949  0.49
H  -2.42557  0.72188  3.04888  0.53
H  -3.07238  -0.93133  2.91154  0.64
H  -4.19232  -2.56639  -0.80891  0.41
H  -5.07139  -3.75798  0.21564  0.38
H  -3.07259  -4.89138  0.12567  0.42
H  -2.54460  -3.78026  1.52425  0.33
H  -1.81830  -3.72303  -1.50477  0.43
H  -0.74300  -3.33071  -0.03757  0.24
H  -2.01810  -2.16655  -0.65902  0.02
H  -8.32824  -2.08313  0.48539  0.36
H  -6.17792  1.48390  -1.24360  0.33
H  -3.11129  3.60182  0.96791  0.26
H  -2.56032  2.62878  2.34996  0.25
H  -0.70419  1.62212  0.72293  -0.05
H  -1.59549  2.45074  -0.63210  0.36
H  0.96244  4.79117  -0.45401  0.49
H  0.34812  3.39461  -1.37595  0.23
H  -0.58770  5.25559  -2.49915  0.36
H  -0.78850  6.26313  -1.04909  0.29
H  -2.00012  4.90536  -1.45385  0.30
H  1.76125  4.75964  2.66049  0.35
H  1.42048  3.19220  3.44447  0.32
H  0.02026  4.40853  3.21541  0.33
O  5.46065  -1.26441  -0.05840  -0.63
S  6.02146  -0.19853  0.72134  1.25
O  7.25198  0.43202  0.35366  -0.63
O  6.11840  -0.67011  2.25154  -0.26
C  6.81239  -1.89150  2.54443  -0.33
C  8.31733  -1.71087  2.49637  -1.05
C  4.79515  1.04909  0.95306  -0.95
H  6.48784  -2.68767  1.86976  0.31
H  6.51627  -2.18242  3.55298  0.29
H  8.65733  -1.50735  1.48031  0.31
H  8.82240  -2.61221  2.84754  0.39
H  8.62433  -0.86647  3.11568  0.27
H  3.86949  0.57714  1.27672  0.18
H  4.64679  1.55185  -0.00137  0.42
H  5.15062  1.76001  1.69622  0.42
O  0.14363  -3.08519  -4.03450  -0.62
S  0.33011  -1.85609  -4.75015  1.17
O  1.24102  -1.75468  -5.84671  -0.61
O  0.64976  -0.68538  -3.69784  -0.18
C  1.74174  -0.87289  -2.78107  -0.07
C  3.08508  -0.65041  -3.44766  -1.11
C  -1.24666  -1.25726  -5.27491  -0.91
H  1.68828  -1.86216  -2.31992  0.29
H  1.60835  -0.13802  -1.98516  0.12
H  3.29017  -1.42420  -4.18819  0.35
H  3.88724  -0.66984  -2.70748  0.31
H  3.10336  0.30887  -3.96824  0.30
H  -1.93453  -1.28919  -4.43257  0.24
H  -1.59895  -1.90800  -6.07369  0.38
H  -1.13134  -0.24078  -5.64596  0.33

Properties
HOMO in eV: -12.3
LUMO level in hartree: -0.1837
Energy in Eh: -5493.6400
Total charge: +1
Orbital gap in hartree: 0.269